[1]
The following is a quantum chemistry calculation of a molecular structure, C22H57GaIO20S6 in a non-equilibrium geometry, from the Open Molecules 2025 dataset.

Values from the calculation:
- charge = -1
- DFT total energy (eV) = -190176.671
- gap between HOMO and LUMO (hartree) = 0.25797

CARTESIAN COORDINATES (ANGSTROEM)
1 C 1.108 -5.331 0.281
2 C 0.296 -5.023 -0.945
3 O 0.361 -5.731 -1.930
4 O -0.521 -3.961 -0.933
5 C 0.240 -2.672 -0.784
6 C 1.465 -2.550 -1.637
7 Ga 2.020 -0.619 -1.948
8 I 2.523 0.461 0.411
9 H 0.431 -5.698 1.058
10 H 1.868 -6.066 0.027
11 H 1.566 -4.423 0.678
12 H -0.515 -1.916 -0.998
13 H 0.509 -2.605 0.274
14 H 2.322 -3.047 -1.169
15 H 1.294 -2.969 -2.635
16 H 3.422 -0.655 -2.733
17 H 0.988 0.195 -2.794
18 O 0.162 2.524 -2.894
19 S -0.927 3.442 -2.938
20 O -2.030 3.226 -3.827
21 O -0.333 4.911 -3.202
22 C 0.549 5.046 -4.334
23 C -0.186 5.060 -5.659
24 C -1.531 3.735 -1.317
25 H 1.299 4.253 -4.301
26 H 1.062 5.994 -4.172
27 H -0.645 4.096 -5.866
28 H 0.514 5.290 -6.464
29 H -0.977 5.811 -5.650
30 H -0.688 3.935 -0.662
31 H -2.060 2.839 -1.000
32 H -2.212 4.581 -1.345
33 O 4.727 -3.478 2.562
34 S 5.342 -3.314 3.840
35 O 4.590 -3.570 5.031
36 O 6.008 -1.881 3.929
37 C 5.192 -0.717 3.616
38 C 4.216 -0.377 4.720
39 C 6.837 -4.244 3.903
40 H 4.680 -0.862 2.666
41 H 5.910 0.088 3.478
42 H 3.446 -1.141 4.820
43 H 3.728 0.570 4.488
44 H 4.730 -0.292 5.678
45 H 7.419 -4.030 3.012
46 H 6.552 -5.293 3.933
47 H 7.379 -3.972 4.805
48 O -0.566 6.366 0.772
49 S 0.631 7.149 0.880
50 O 1.261 7.320 2.151
51 O 0.358 8.574 0.233
52 C -0.788 9.311 0.720
53 C -0.560 9.932 2.083
54 C 1.816 6.578 -0.284
55 H -1.660 8.654 0.718
56 H -0.954 10.079 -0.033
57 H -0.463 9.177 2.862
58 H -1.405 10.573 2.337
59 H 0.352 10.528 2.082
60 H 1.334 6.475 -1.254
61 H 2.166 5.611 0.073
62 H 2.636 7.290 -0.320
63 O -2.165 -6.462 1.079
64 S -3.209 -6.279 0.114
65 O -3.957 -5.062 0.085
66 O -4.229 -7.505 0.252
67 C -4.760 -7.769 1.565
68 C -5.837 -6.786 1.976
69 C -2.627 -6.651 -1.497
70 H -3.940 -7.789 2.286
71 H -5.167 -8.777 1.500
72 H -5.430 -5.785 2.112
73 H -6.287 -7.106 2.916
74 H -6.612 -6.727 1.212
75 H -2.094 -7.598 -1.462
76 H -1.953 -5.850 -1.794
77 H -3.472 -6.704 -2.179
78 O 2.004 -6.453 -8.027
79 S 0.581 -6.590 -8.117
80 O -0.249 -5.427 -8.100
81 O 0.092 -7.625 -7.028
82 C 0.478 -7.406 -5.639
83 C -0.312 -6.322 -4.948
84 C 0.171 -7.557 -9.531
85 H 1.550 -7.213 -5.597
86 H 0.296 -8.371 -5.168
87 H -0.091 -5.336 -5.356
88 H -0.065 -6.315 -3.883
89 H -1.383 -6.497 -5.067
90 H 0.785 -8.453 -9.535
91 H 0.383 -6.943 -10.403
92 H -0.886 -7.803 -9.489
93 O -0.771 5.888 5.985
94 S -1.759 6.739 5.398
95 O -1.509 8.142 5.253
96 O -3.125 6.540 6.197
97 C -3.079 6.689 7.631
98 C -3.000 8.137 8.071
99 C -2.294 6.081 3.862
100 H -2.248 6.104 8.025
101 H -4.002 6.232 7.983
102 H -2.052 8.588 7.784
103 H -3.096 8.195 9.156
104 H -3.798 8.720 7.612
105 H -2.518 5.025 3.987
106 H -1.482 6.212 3.149
107 H -3.172 6.631 3.534

[2]
The following is a quantum chemistry calculation of 5 unconnected molecules or ions with the total composition C22H57N3O10 in a non-equilibrium geometry, from the Open Molecules 2025 dataset.

Values from the calculation:
- SMILES = COCCNCCOC.COCCNCCOC.COCCNCCOC.OCCO.OCCO
- DFT total energy (eV) = -48677.171
- gap between HOMO and LUMO (hartree) = 0.33808

CARTESIAN COORDINATES (ANGSTROEM)
1 C 1.005 3.707 1.202
2 O 1.164 3.741 -0.183
3 C 0.710 4.938 -0.726
4 C 0.587 4.727 -2.205
5 N -0.692 4.101 -2.556
6 C -0.850 3.927 -3.986
7 C -2.040 3.150 -4.312
8 O -1.823 1.748 -4.010
9 C -2.848 0.853 -4.304
10 H 1.594 2.918 1.670
11 H -0.008 3.499 1.546
12 H 1.267 4.610 1.753
13 H 1.474 5.695 -0.545
14 H -0.196 5.301 -0.242
15 H 1.442 4.115 -2.492
16 H 0.728 5.704 -2.668
17 H -0.730 3.173 -2.157
18 H 0.052 3.499 -4.424
19 H -0.903 4.940 -4.384
20 H -2.424 3.235 -5.329
21 H -2.889 3.553 -3.758
22 H -2.792 -0.041 -3.683
23 H -2.770 0.593 -5.360
24 H -3.810 1.281 -4.023
25 C 1.360 -4.046 -1.439
26 O 1.248 -3.871 -0.028
27 C 2.365 -3.135 0.486
28 C 2.114 -2.872 1.990
29 N 0.949 -2.049 2.312
30 C 0.813 -1.956 3.814
31 C 0.127 -3.145 4.476
32 O -1.178 -3.436 3.959
33 C -1.803 -4.570 4.499
34 H 1.390 -3.105 -1.988
35 H 0.513 -4.622 -1.811
36 H 2.276 -4.587 -1.678
37 H 2.461 -2.144 0.042
38 H 3.217 -3.760 0.219
39 H 3.061 -2.466 2.344
40 H 2.016 -3.791 2.568
41 H 0.106 -2.541 2.052
42 H 0.285 -1.021 4.000
43 H 1.765 -1.952 4.343
44 H 0.112 -2.976 5.553
45 H 0.703 -4.066 4.385
46 H -1.202 -5.480 4.489
47 H -2.596 -4.873 3.815
48 H -2.354 -4.397 5.423
49 C -3.078 -2.779 -3.209
50 O -2.536 -2.215 -2.044
51 C -2.921 -2.821 -0.783
52 C -2.131 -2.193 0.362
53 N -2.455 -0.759 0.539
54 C -2.037 -0.152 1.824
55 C -2.248 1.340 1.918
56 O -1.816 1.883 3.206
57 C -2.358 3.178 3.501
58 H -2.543 -2.263 -4.006
59 H -4.124 -2.540 -3.399
60 H -2.813 -3.826 -3.354
61 H -2.537 -3.841 -0.800
62 H -3.986 -2.937 -0.586
63 H -1.052 -2.315 0.269
64 H -2.397 -2.754 1.258
65 H -1.907 -0.294 -0.170
66 H -1.026 -0.189 2.228
67 H -2.606 -0.638 2.617
68 H -3.322 1.522 1.962
69 H -1.931 1.939 1.064
70 H -1.936 3.404 4.480
71 H -3.434 3.180 3.675
72 H -2.034 3.917 2.768
73 O -1.051 1.251 -1.448
74 C 0.284 0.966 -1.066
75 C 0.827 -0.420 -1.301
76 O 0.465 -0.880 -2.557
77 H -1.137 1.023 -2.376
78 H 0.928 1.667 -1.596
79 H 0.419 1.301 -0.038
80 H 0.475 -1.075 -0.503
81 H 1.913 -0.500 -1.347
82 H -0.376 -1.338 -2.485
83 O 6.537 1.745 -0.543
84 C 5.731 1.532 0.632
85 C 4.643 0.381 0.470
86 O 5.130 -0.932 0.458
87 H 6.052 1.986 -1.335
88 H 6.476 1.210 1.360
89 H 5.274 2.382 1.139
90 H 4.081 0.644 -0.427
91 H 3.981 0.331 1.334
92 H 5.573 -1.229 -0.339